# 1
ORCA calculation (ωB97M-V/def2-TZVPD) on a cluster of 2 separate species, C2H6FNO in total.

Each line ends with the Löwdin charge.
Cartesian coordinates (Å):
C1 -1.73 1.42 -0.61  -0.0447
C2 1.72 0.11 -0.95  -0.1176
N1 -1.94 -0.73 0.04  0.0386
O1 -1.93 0.58 0.28  -0.1727
F1 1.97 0.29 0.36  -0.1016
H1 -1.72 1.30 -1.68  0.0936
H2 -1.52 2.40 -0.26  0.0760
H3 2.17 0.95 -1.31  0.0348
H4 0.63 0.14 -1.00  0.0592
H5 2.36 -0.76 -1.34  0.1136
H6 -2.36 -1.02 0.90  0.0208

The calculation puts the total energy at -8420.8511 eV. For the LUMO energy (spin up / spin down), the calculation gives 0.1 / 0.2 eV. As for the gap between HOMO and LUMO (spin up / spin down): 8.4 / 9.1 eV. The multiplicity is 1. The energy relative to the best compared isomer or geometry (same formula, charge and spin) comes out at 538.8 kJ/mol.

---

# 2
ORCA calculation (ωB97M-V/def2-TZVPD) on an isolated molecule of C2H6FNO2.

Each line ends with the Löwdin charge.
Cartesian coordinates (Å):
C1 -1.58 0.82 -0.77  -0.0307
C2 1.71 -0.35 0.89  -0.1521
N1 0.55 -0.04 -0.43  -0.1424
O1 2.77 -0.94 0.32  -0.0430
O2 -0.68 0.05 0.13  -0.2114
F1 0.54 -1.16 -1.25  -0.0756
H1 -0.82 1.62 -0.98  0.1067
H2 -2.32 1.21 -0.10  0.0588
H3 -2.12 0.16 -1.49  0.0952
H4 1.17 -1.05 1.58  0.1283
H5 1.89 0.75 1.07  0.1374
H6 2.36 -1.75 -0.11  0.1289

The calculation puts the total energy at -10468.7395 eV. For the LUMO energy, the calculation gives 1.0 eV. As for the gap between HOMO and LUMO: 10.1 eV. The multiplicity is 1. As for the structure (SMILES): CON(F)CO. The energy relative to the best compared isomer or geometry (same formula, charge and spin) comes out at 225.6 kJ/mol.

---

# 3
ORCA calculation (ωB97M-V/def2-TZVPD) on a cluster of 2 separate species, C2H6FO2P in total.

Each line ends with the Löwdin charge.
Cartesian coordinates (Å):
C1 -2.21 -0.12 -1.04  -0.1849
C2 1.73 -0.31 1.35  -0.1507
O1 -1.08 -0.42 -0.23  -0.2047
O2 1.94 -0.32 -0.06  -0.4770
F1 0.85 1.89 -0.30  -0.3679
P1 1.01 0.45 -1.07  0.8563
H1 -3.14 -0.62 -0.56  0.1166
H2 -2.17 -0.73 -1.99  0.1087
H3 -2.29 0.91 -1.33  0.0601
H4 2.77 -0.34 1.76  0.0987
H5 1.19 -1.09 1.86  0.0720
H6 1.39 0.71 1.60  0.0729

The calculation puts the total energy at -18268.9526 eV. For the LUMO energy (spin up / spin down), the calculation gives 0.9 / -2.2 eV. As for the gap between HOMO and LUMO (spin up / spin down): 7.1 / 8.2 eV. The multiplicity is 3. The energy relative to the best compared isomer or geometry (same formula, charge and spin) comes out at 0.3 kJ/mol.